# 1
{"formula": "C2H4OS3", "method": "ωB97M-V/def2-TZVPD", "relative_energy_kj_mol": 170.0, "lumo_energy_ev": [-1.958, -1.959], "max_force_ev_per_a": 1.9, "gap_ha": [0.2422, 0.2422], "homo_ev": [-8.549, -8.549], "elements": ["C", "C", "O", "S", "S", "S", "H", "H", "H", "H"], "xyz": [[-0.08, -1.14, -0.33], [-0.21, 0.32, -0.53], [4.12, 0.66, -1.19], [3.64, -0.54, 1.46], [1.18, -2.08, -0.75], [4.60, 0.56, 0.19], [-0.93, -1.65, 0.21], [-1.15, 0.57, -0.97], [0.57, 0.63, -1.21], [-0.03, 0.82, 0.38]], "lowdin_charge": [-0.72, -0.17, -0.58, 0.19, 0.63, 0.40, 0.06, 0.07, 0.07, 0.07]}



# 2
{"formula": "C5H9NO", "method": "ωB97M-V/def2-TZVPD", "relative_energy_kj_mol": 548.1, "lumo_energy_ev": -0.459, "max_force_ev_per_a": 0.5, "gap_ha": 0.2983, "homo_ev": -8.575, "elements": ["C", "C", "N", "C", "C", "C", "O", "H", "H", "H", "H", "H", "H", "H", "H", "H"], "xyz": [[0.93, -1.43, 0.80], [-0.05, -0.48, 1.43], [0.17, 0.95, 1.46], [-0.99, 0.45, 0.69], [-1.23, 0.46, -0.73], [-0.24, 1.14, -1.63], [0.11, 0.05, -2.47], [0.47, -2.41, 0.62], [1.77, -1.59, 1.48], [1.32, -1.07, -0.16], [-0.47, -0.86, 2.36], [0.93, 1.18, 0.82], [-1.94, 0.56, 1.21], [-0.72, -0.46, -2.51], [-0.74, 1.96, -2.18], [0.69, 1.54, -1.20]], "lowdin_charge": [-0.04, -0.30, 0.06, -0.31, 0.11, -0.32, -0.09, 0.08, 0.08, 0.08, 0.13, 0.08, 0.13, 0.07, 0.12, 0.11]}



# 3
{"formula": "C25H27BF5N7OS2V", "method": "ωB97M-V/def2-TZVPD", "relative_energy_kj_mol": 50.4, "lumo_energy_ev": [-1.025, -1.127], "max_force_ev_per_a": 0.9, "gap_ha": [0.2375, 0.2515], "homo_ev": [-7.489, -7.970], "spin_multiplicity": 4, "elements": ["V", "C", "C", "N", "N", "C", "N", "S", "C", "C", "C", "C", "C", "N", "H", "H", "H", "H", "H", "H", "H", "H", "H", "H", "F", "C", "C", "F", "C", "F", "C", "S", "C", "F", "C", "F", "B", "C", "N", "H", "H", "H", "C", "C", "N", "C", "C", "C", "O", "C", "C", "C", "C", "N", "C", "H", "H", "H", "H", "H", "H", "H", "H", "H", "H", "H", "H", "H", "H"], "xyz": [[-1.54, -0.09, 0.07], [-2.49, -4.30, -0.31], [-2.56, -2.81, -0.32], [-2.14, -2.08, 0.65], [-1.54, -2.75, 1.70], [-1.71, -2.28, 2.97], [-0.78, -2.74, 3.84], [-2.99, -1.32, 3.41], [-3.12, -2.03, -1.48], [-3.83, -2.63, -2.50], [-4.41, -1.83, -3.47], [-4.29, -0.46, -3.36], [-3.54, 0.06, -2.32], [-2.94, -0.70, -1.42], [-2.80, -4.68, 0.66], [-1.45, -4.62, -0.48], [-3.10, -4.75, -1.08], [-0.74, -3.33, 1.44], [0.07, -3.17, 3.54], [-0.85, -2.42, 4.80], [-3.92, -3.70, -2.55], [-4.96, -2.28, -4.29], [-4.75, 0.21, -4.08], [-3.36, 1.13, -2.21], [-0.90, 2.64, -6.90], [-0.86, 2.48, -5.58], [-1.01, 1.22, -5.02], [-1.19, 0.16, -5.81], [-0.96, 1.07, -3.64], [-1.09, -0.19, -3.19], [-0.79, 2.13, -2.76], [-0.76, 2.03, -0.99], [-0.63, 3.38, -3.36], [-0.46, 4.48, -2.61], [-0.66, 3.57, -4.74], [-0.51, 4.79, -5.25], [1.63, -3.48, -0.03], [0.85, -2.11, -0.37], [0.16, -1.19, -0.34], [2.04, -4.01, -1.03], [0.76, -4.18, 0.52], [2.50, -3.19, 0.76], [5.31, 0.48, 3.05], [4.90, 1.85, 2.55], [3.49, 1.93, 2.18], [3.18, 2.01, 0.75], [3.48, 0.73, 0.00], [2.60, 2.02, 3.19], [2.94, 2.10, 4.36], [1.14, 2.02, 2.85], [0.30, 3.03, 3.28], [-1.05, 2.98, 2.97], [-1.51, 1.90, 2.23], [-0.71, 0.92, 1.82], [0.58, 0.97, 2.14], [6.38, 0.46, 3.26], [5.09, -0.29, 2.30], [4.78, 0.23, 3.96], [5.47, 2.13, 1.66], [5.09, 2.60, 3.32], [3.78, 2.83, 0.35], [2.14, 2.30, 0.62], [4.54, 0.51, -0.02], [3.13, 0.82, -1.03], [2.97, -0.13, 0.44], [0.71, 3.85, 3.85], [-1.74, 3.75, 3.29], [-2.56, 1.82, 1.97], [1.19, 0.14, 1.77]], "lowdin_charge": [0.56, 0.01, -0.22, -0.05, -0.01, -0.92, 0.10, 0.61, -0.18, 0.01, -0.03, -0.02, -0.11, 0.01, 0.10, 0.09, 0.07, 0.10, 0.11, 0.09, 0.11, 0.12, 0.12, 0.11, 0.12, -0.14, -0.15, 0.11, -0.24, 0.06, -0.51, 0.65, -0.25, 0.07, -0.15, 0.12, -0.40, -0.17, 0.05, 0.00, -0.01, 0.00, -0.07, -0.20, -0.05, -0.20, -0.06, -0.43, 0.07, -0.10, 0.03, -0.02, -0.17, -0.07, -0.08, 0.08, 0.07, 0.07, 0.12, 0.12, 0.12, 0.10, 0.07, 0.08, 0.06, 0.13, 0.11, 0.11, 0.12]}



# 4
{"formula": "C32H40CaFN8OPSSi", "method": "ωB97M-V/def2-TZVPD", "relative_energy_kj_mol": 169.4, "lumo_energy_ev": [-0.522, -0.467], "max_force_ev_per_a": 1.2, "gap_ha": [0.2031, 0.1999], "homo_ev": [-6.048, -5.907], "elements": ["Ca", "C", "C", "C", "C", "C", "C", "N", "C", "C", "C", "C", "C", "N", "C", "C", "C", "C", "C", "C", "N", "H", "H", "H", "H", "H", "H", "H", "H", "H", "H", "H", "H", "H", "H", "H", "C", "Si", "C", "C", "N", "C", "C", "C", "C", "C", "C", "F", "H", "H", "H", "H", "H", "H", "H", "H", "H", "H", "H", "H", "H", "O", "S", "N", "C", "N", "C", "N", "C", "N", "C", "P", "C", "C", "H", "H", "H", "H", "H", "H", "H", "H", "H", "H", "H", "H"], "xyz": [[-0.19, -0.75, 0.74], [-0.69, -3.17, 3.19], [0.40, -3.67, 2.29], [0.96, -4.93, 2.46], [1.92, -5.37, 1.58], [2.27, -4.57, 0.51], [1.65, -3.33, 0.38], [0.78, -2.87, 1.29], [1.89, -2.46, -0.81], [2.42, -2.96, -1.99], [2.62, -2.09, -3.05], [2.28, -0.75, -2.91], [1.71, -0.33, -1.71], [1.52, -1.18, -0.70], [1.38, 1.10, -1.43], [1.89, 2.11, -2.22], [1.65, 3.43, -1.86], [0.91, 3.68, -0.73], [0.43, 2.62, 0.03], [-0.39, 2.86, 1.26], [0.67, 1.35, -0.31], [-0.83, -3.83, 4.04], [-1.62, -3.13, 2.61], [-0.46, -2.17, 3.54], [0.64, -5.55, 3.29], [2.39, -6.34, 1.71], [3.01, -4.90, -0.21], [2.67, -4.01, -2.09], [3.03, -2.44, -3.98], [2.42, -0.07, -3.73], [2.49, 1.89, -3.09], [2.04, 4.24, -2.46], [0.70, 4.70, -0.41], [-0.36, 3.92, 1.54], [-0.01, 2.25, 2.08], [-1.43, 2.58, 1.09], [3.15, -0.55, 2.25], [1.93, -0.08, 3.61], [2.00, -1.40, 4.96], [2.58, 1.54, 4.30], [0.37, 0.00, 2.90], [-0.75, 0.37, 3.58], [-0.82, 0.82, 4.92], [-2.01, 1.24, 5.51], [-3.21, 1.23, 4.81], [-3.20, 0.78, 3.50], [-2.01, 0.37, 2.95], [-2.04, -0.08, 1.63], [4.15, -0.16, 2.49], [2.86, -0.14, 1.29], [3.25, -1.63, 2.14], [2.91, -1.31, 5.57], [1.99, -2.40, 4.52], [1.14, -1.32, 5.63], [3.57, 1.39, 4.75], [1.94, 1.98, 5.07], [2.69, 2.28, 3.50], [0.09, 0.85, 5.51], [-1.99, 1.58, 6.54], [-4.13, 1.56, 5.27], [-4.10, 0.73, 2.90], [-1.51, -2.47, 0.02], [-2.27, -1.79, -1.12], [-1.62, -0.41, -1.42], [-3.61, 1.99, -4.16], [-3.34, 0.75, -4.88], [-2.46, 1.04, -6.01], [-1.22, 1.69, -5.62], [-1.55, 2.92, -4.92], [-2.41, 2.71, -3.75], [-1.68, 2.02, -2.68], [-1.25, 0.27, -3.09], [-2.78, -0.28, -4.01], [-0.39, 0.81, -4.80], [-4.19, 1.75, -3.26], [-4.20, 2.64, -4.80], [-2.99, 1.70, -6.70], [-2.23, 0.10, -6.53], [-2.08, 3.57, -5.61], [-0.63, 3.41, -4.60], [-2.28, 2.02, -1.76], [-0.76, 2.57, -2.49], [-3.54, -0.60, -3.30], [-2.51, -1.14, -4.62], [-0.15, -0.09, -5.36], [0.54, 1.33, -4.56]], "lowdin_charge": [1.29, -0.01, -0.30, -0.01, -0.04, -0.01, -0.21, 0.05, -0.19, 0.01, -0.03, -0.01, -0.23, 0.04, -0.24, -0.03, -0.05, -0.02, -0.30, 0.00, 0.09, 0.09, 0.09, 0.05, 0.11, 0.11, 0.11, 0.11, 0.12, 0.10, 0.11, 0.12, 0.12, 0.09, 0.06, 0.09, -0.16, 0.37, -0.17, -0.18, -0.20, -0.38, -0.04, -0.10, -0.11, -0.03, -0.22, -0.13, 0.03, 0.01, 0.02, 0.03, 0.01, 0.02, 0.03, 0.01, 0.02, 0.08, 0.10, 0.09, 0.12, -0.76, 0.72, -0.65, -0.19, -0.15, -0.20, -0.16, -0.20, -0.14, -0.28, 0.90, -0.29, -0.27, 0.13, 0.12, 0.12, 0.12, 0.12, 0.12, 0.09, 0.06, 0.07, 0.09, 0.08, 0.05]}